# 1
The following is a quantum chemistry calculation of a 14-piece molecular cluster, C69H110N4O33 overall in a non-equilibrium geometry, from OMol25.

## Properties
2S+1   1
Gap between HOMO and LUMO   7.76 eV
Largest force on an atom   0.11906 hartree/bohr
Net charge   0
Highest occupied orbital energy   -7.66 eV

Last column: Mulliken charge in e.
CARTESIAN COORDINATES (ANGSTROEM)
C -1.603 -10.065 -6.895  -0.519
O -1.020 -11.323 -6.434  -0.382
C 0.126 -11.227 -5.593  -0.811
C 0.125 -10.273 -4.414  -0.493
N -0.925 -10.500 -3.423  -0.418
C -1.156 -9.321 -2.624  -0.491
C 0.097 -9.159 -1.610  -0.732
O 1.054 -8.147 -1.845  -0.329
C 0.606 -6.850 -1.678  -0.683
H -2.467 -10.352 -7.494  0.220
H -0.792 -9.623 -7.474  0.298
H -1.831 -9.461 -6.016  0.185
H 1.108 -11.201 -6.067  0.402
H 0.328 -12.204 -5.152  0.412
H 0.112 -9.258 -4.811  0.354
H 1.078 -10.383 -3.898  0.354
H -1.832 -10.648 -3.842  0.271
H -2.032 -9.560 -2.021  0.448
H -1.340 -8.415 -3.202  0.360
H 0.864 -9.932 -1.668  0.341
H -0.252 -8.969 -0.595  0.384
H 0.233 -6.671 -0.670  0.297
H -0.096 -6.647 -2.486  0.261
H 1.372 -6.081 -1.782  0.272
C 10.207 4.159 6.089  -0.797
O 10.457 3.745 7.494  -0.376
C 9.279 3.125 7.968  -0.614
C 9.018 1.629 7.474  -0.612
N 7.937 0.805 7.940  -0.342
C 6.737 1.719 8.137  -0.411
C 5.653 0.843 8.812  -0.735
O 5.982 0.591 10.234  -0.323
C 4.888 0.682 11.147  -0.735
H 9.321 4.795 6.080  0.308
H 10.163 3.468 5.248  0.287
H 11.023 4.714 5.626  0.316
H 8.463 3.840 7.865  0.448
H 9.397 3.179 9.050  0.360
H 9.949 1.129 7.744  0.317
H 8.883 1.563 6.395  0.345
H 8.217 0.317 8.779  0.303
H 6.409 2.141 7.187  0.410
H 6.936 2.623 8.714  0.268
H 5.756 -0.104 8.283  0.277
H 4.648 1.244 8.679  0.470
H 5.107 0.296 12.143  0.232
H 4.013 0.139 10.791  0.300
H 4.645 1.739 11.254  0.304
C -8.967 -10.885 5.222  -0.744
O -8.265 -9.644 4.744  -0.314
C -9.009 -8.885 3.762  -0.638
C -8.216 -7.657 3.281  -0.400
N -6.895 -7.881 2.595  -0.426
C -6.004 -6.699 2.576  -0.737
C -5.284 -6.371 3.892  -0.264
O -4.224 -5.506 3.772  -0.399
C -3.926 -4.577 4.943  -0.811
H -8.416 -11.010 6.154  0.239
H -8.710 -11.723 4.575  0.281
H -10.006 -10.715 5.506  0.313
H -10.055 -8.772 4.047  0.431
H -9.036 -9.506 2.866  0.293
H -8.004 -7.011 4.133  0.300
H -8.841 -7.004 2.673  0.384
H -6.402 -8.589 3.121  0.273
H -6.732 -5.891 2.493  0.276
H -5.259 -6.540 1.797  0.363
H -5.072 -7.285 4.447  0.317
H -6.004 -5.959 4.599  0.282
H -4.673 -3.812 5.155  0.296
H -2.855 -4.374 4.955  0.318
H -4.033 -5.207 5.825  0.368
C 1.483 6.163 -8.081  -0.614
O 1.194 6.217 -6.682  -0.410
C 0.185 7.175 -6.280  -0.726
C -1.250 6.670 -6.562  -0.180
N -2.200 7.794 -6.354  -0.393
C -3.607 7.339 -6.384  -0.787
C -4.048 6.847 -7.733  -0.368
O -4.156 7.977 -8.652  -0.327
C -3.928 7.592 -10.039  -0.693
H 0.687 5.534 -8.479  0.216
H 2.489 5.767 -8.219  0.228
H 1.321 7.175 -8.452  0.325
H 0.596 8.085 -6.718  0.452
H 0.303 7.278 -5.201  0.318
H -1.451 5.857 -5.863  0.252
H -1.430 6.317 -7.577  0.137
H -1.978 8.186 -5.450  0.268
H -4.335 8.012 -5.931  0.390
H -3.547 6.573 -5.610  0.473
H -4.978 6.283 -7.665  0.378
H -3.246 6.178 -8.047  0.232
H -4.553 6.720 -10.236  0.311
H -2.895 7.276 -10.188  0.260
H -4.336 8.365 -10.689  0.258
C 6.241 -6.787 3.176  -0.279
C 5.703 -5.560 3.616  -0.630
C 6.535 -4.712 4.395  0.581
C 7.762 -5.210 4.931  -0.690
C 8.300 -6.400 4.438  -0.441
C 7.528 -7.207 3.532  0.453
O 7.823 -8.425 3.047  -0.493
O 6.180 -3.353 4.441  -0.488
H 5.583 -7.464 2.653  0.369
H 4.725 -5.244 3.285  0.388
H 8.363 -4.691 5.663  0.356
H 9.129 -6.909 4.908  0.286
H 8.422 -8.830 3.678  0.305
H 6.783 -2.783 4.924  0.283
C 10.168 -0.493 0.695  -0.581
C 10.193 0.682 -0.068  -0.417
C 11.391 1.382 -0.332  0.543
C 12.555 0.854 0.042  -0.479
C 12.611 -0.346 0.712  -0.536
C 11.430 -0.950 1.112  0.687
O 11.496 -2.077 1.785  -0.517
O 11.204 2.611 -0.826  -0.546
H 9.231 -1.009 0.847  0.324
H 9.182 1.022 -0.239  0.240
H 13.496 1.375 -0.056  0.371
H 13.413 -1.067 0.773  0.339
H 10.640 -2.279 2.170  0.271
H 10.324 2.982 -0.928  0.299
C -8.556 3.822 -4.490  -0.580
C -9.709 4.581 -4.669  -0.484
C -10.460 4.370 -5.801  0.746
C -10.185 3.360 -6.678  -0.595
C -9.109 2.505 -6.425  -0.499
C -8.289 2.788 -5.358  0.512
O -7.156 2.097 -5.070  -0.510
O -11.530 5.190 -5.982  -0.543
H -7.977 3.942 -3.586  0.416
H -9.930 5.410 -4.013  0.248
H -10.826 3.399 -7.546  0.380
H -8.803 1.636 -6.989  0.320
H -7.243 1.172 -5.314  0.299
H -11.546 5.969 -5.420  0.290
C 0.364 3.027 0.005  -0.488
C 1.730 2.923 0.501  -0.577
C 2.097 1.775 1.201  0.589
C 1.120 0.797 1.568  -0.689
C -0.110 0.820 0.925  -0.572
C -0.475 1.930 0.131  0.535
O -1.785 2.102 -0.209  -0.523
O 3.416 1.636 1.676  -0.528
H 0.145 3.898 -0.595  0.480
H 2.433 3.693 0.218  0.471
H 1.291 -0.040 2.228  0.365
H -0.820 0.016 1.053  0.360
H -2.296 1.414 0.222  0.286
H 3.601 0.716 1.880  0.295
C -5.748 -3.867 -3.767  -0.522
C -4.763 -3.900 -4.755  -0.628
C -5.064 -4.570 -5.951  0.591
C -6.331 -5.092 -6.199  -0.365
C -7.360 -4.885 -5.271  -0.633
C -6.952 -4.461 -4.024  0.686
O -7.888 -4.273 -3.055  -0.527
O -4.163 -4.478 -7.032  -0.553
H -5.659 -3.418 -2.789  0.275
H -3.776 -3.510 -4.553  0.337
H -6.585 -5.618 -7.107  0.384
H -8.300 -5.357 -5.517  0.360
H -7.450 -4.171 -2.207  0.296
H -3.316 -4.031 -6.962  0.299
C 8.937 10.078 -0.503  -0.409
C 7.493 10.538 -0.406  -0.220
O 6.840 9.245 -0.652  -0.345
C 7.728 8.215 -0.748  0.703
O 7.668 7.079 -1.019  -0.504
O 8.935 8.684 -0.746  -0.348
H 9.720 10.556 0.087  0.381
H 9.192 10.554 -1.449  0.237
H 7.146 11.342 -1.054  0.284
H 7.457 10.889 0.625  0.220
C 1.864 -0.338 -5.117  -0.208
C 3.033 -0.653 -4.169  -0.257
O 3.236 -2.099 -4.364  -0.338
C 2.418 -2.508 -5.233  0.745
O 2.227 -3.692 -5.284  -0.612
O 1.823 -1.602 -5.854  -0.334
H 2.143 0.465 -5.799  0.251
H 0.917 -0.162 -4.606  0.223
H 2.717 -0.688 -3.126  0.250
H 3.884 -0.048 -4.481  0.278
C -7.314 -0.657 6.358  -0.253
C -7.378 0.796 6.094  -0.280
O -6.845 0.989 4.821  -0.308
C -6.654 -0.196 4.301  0.700
O -6.216 -0.293 3.177  -0.571
O -7.170 -1.147 5.086  -0.317
H -8.211 -1.149 6.734  0.278
H -6.517 -0.995 7.021  0.215
H -6.652 1.319 6.717  0.268
H -8.356 1.233 6.294  0.267
C -3.979 12.459 0.604  -0.286
C -4.933 11.777 -0.394  -0.231
O -4.217 10.639 -0.861  -0.298
C -2.960 10.703 -0.302  0.667
O -2.015 9.954 -0.542  -0.559
O -2.772 11.799 0.454  -0.309
H -4.296 12.427 1.646  0.243
H -3.820 13.502 0.329  0.241
H -4.996 12.557 -1.153  0.237
H -5.922 11.514 -0.020  0.294
C -0.505 6.201 4.796  -0.274
C -1.834 6.153 4.165  -0.303
O -2.397 4.986 4.716  -0.321
C -1.521 4.395 5.465  0.685
O -1.741 3.355 5.993  -0.556
O -0.356 4.992 5.371  -0.317
H -0.539 7.090 5.427  0.283
H 0.124 6.422 3.934  0.285
H -1.686 5.867 3.124  0.238
H -2.428 7.034 4.413  0.279


# 2
The following is a quantum chemistry calculation of C52H58BrI2KN2O6P2S as an isolated structure in a non-equilibrium geometry, from OMol25.

## Properties
2S+1   1
Relative energy (zero: lowest compared OMol25 entry of this formula, charge and spin)   27.2 kJ/mol
Gap between HOMO and LUMO   5.09 eV
Largest force on an atom   0.02263 hartree/bohr
Net charge   -2
Highest occupied orbital energy   -1.76 eV

Last column: Mulliken charge in e.
CARTESIAN COORDINATES (ANGSTROEM)
K 0.201 -0.766 -0.563  3.089
C -3.329 1.417 -4.476  -1.618
C -2.969 0.194 -3.633  1.212
C -3.676 -1.068 -4.138  -1.583
P -1.150 -0.150 -3.343  0.818
C -0.554 -0.835 -4.975  0.261
C 0.957 -1.086 -4.862  -1.317
C -0.938 -0.145 -6.291  -1.746
C -0.465 1.533 -3.190  1.212
C 0.310 2.246 -4.102  -0.855
C 0.779 3.523 -3.821  -1.137
C 0.500 4.082 -2.572  -0.722
C -0.242 3.390 -1.636  -0.290
C -0.787 2.109 -1.927  -0.542
N -1.543 1.382 -1.049  0.960
C -2.346 2.071 -0.174  -1.609
C -3.007 3.270 -0.577  -0.453
C -3.767 4.027 0.286  -0.842
C -3.931 3.630 1.613  -1.238
C -3.373 2.424 2.003  -0.134
C -2.623 1.610 1.146  0.637
P -1.997 -0.049 1.634  0.752
C -1.476 0.179 3.439  0.387
C -2.516 0.120 4.563  -1.848
C -0.415 -0.887 3.753  -0.609
C -3.587 -1.045 1.742  1.062
C -4.863 -0.360 2.227  -1.897
C -3.831 -1.626 0.344  -1.523
H -4.391 1.655 -4.352  0.449
H -3.149 1.240 -5.539  0.259
H -2.750 2.292 -4.175  0.294
H -3.312 0.389 -2.614  -0.351
H -3.436 -1.263 -5.187  0.240
H -4.762 -0.950 -4.065  0.459
H -3.398 -1.954 -3.561  0.310
H -1.024 -1.824 -4.974  0.510
H 1.523 -0.156 -4.767  0.102
H 1.328 -1.615 -5.746  0.559
H 1.177 -1.697 -3.984  0.154
H -0.775 0.932 -6.270  0.178
H -1.988 -0.310 -6.539  0.323
H -0.338 -0.558 -7.110  0.493
H 0.567 1.806 -5.055  0.078
H 1.370 4.061 -4.553  0.312
H 0.902 5.059 -2.319  0.297
H -0.404 3.807 -0.650  0.447
H -2.876 3.598 -1.602  0.358
H -4.238 4.936 -0.074  0.366
H -4.503 4.229 2.312  0.395
H -3.532 2.101 3.020  0.065
H -1.001 1.166 3.445  0.468
H -3.054 -0.832 4.538  0.253
H -3.247 0.925 4.540  0.447
H -2.002 0.174 5.530  0.439
H -0.878 -1.877 3.796  0.256
H 0.042 -0.701 4.733  0.493
H 0.370 -0.928 2.999  -0.441
H -3.338 -1.869 2.420  0.133
H -5.117 0.486 1.585  0.277
H -4.796 0.004 3.252  0.334
H -5.691 -1.077 2.180  0.503
H -3.906 -0.820 -0.398  0.270
H -4.769 -2.193 0.317  0.506
H -3.018 -2.286 0.053  0.234
I 3.570 -5.130 -2.313  -0.056
C 3.976 -3.100 -2.620  -0.266
C 5.127 -2.727 -3.318  -0.341
C 5.407 -1.402 -3.534  -0.125
I 7.165 -0.928 -4.599  -0.082
C 4.539 -0.384 -3.063  0.935
C 4.716 1.004 -3.273  -1.363
C 3.808 1.894 -2.774  -1.316
C 2.707 1.413 -2.041  -0.655
N 2.500 0.133 -1.837  2.653
C 3.382 -0.771 -2.334  -0.192
C 3.043 -2.180 -2.087  -0.532
O 1.996 -2.499 -1.457  -0.335
H 5.796 -3.491 -3.688  0.343
H 5.573 1.348 -3.841  0.121
H 3.920 2.959 -2.941  0.478
H 1.985 2.099 -1.610  0.330
O 1.919 -1.372 1.046  -0.126
H 2.061 -1.718 0.140  -0.165
H 1.566 -2.174 1.497  0.126
O -1.851 -3.369 -1.818  -0.761
H -1.427 -3.488 -0.946  0.445
H -1.877 -2.408 -1.932  -0.244
O 1.431 2.244 0.900  -0.602
S 1.920 1.338 1.978  1.085
C 2.156 2.407 3.427  0.255
C 2.069 3.778 3.263  -0.053
C 2.236 4.607 4.364  -0.811
C 2.476 4.059 5.620  -0.460
C 2.536 2.679 5.777  -0.773
C 2.367 1.847 4.680  -0.341
C 3.683 1.090 1.676  0.274
C 4.315 1.920 0.770  -0.468
C 5.649 1.692 0.456  -0.615
C 6.332 0.641 1.054  -0.574
C 5.683 -0.186 1.965  -0.701
C 4.348 0.026 2.268  -0.316
H 1.857 4.171 2.272  0.347
H 2.170 5.683 4.246  0.410
H 2.606 4.707 6.479  0.371
H 2.703 2.251 6.759  0.404
H 2.392 0.766 4.794  0.369
H 3.747 2.715 0.297  0.349
H 6.141 2.314 -0.281  0.407
H 7.364 0.447 0.787  0.379
H 6.205 -1.027 2.405  0.392
H 3.812 -0.657 2.918  0.230
Br 0.555 -4.403 5.167  -0.179
C -1.053 -4.831 4.241  0.339
C -1.975 -5.544 5.004  -0.612
C -3.205 -5.894 4.472  -0.429
C -3.518 -5.522 3.173  -0.791
C -2.593 -4.812 2.427  -0.456
C -1.337 -4.453 2.927  0.429
C -0.424 -3.666 1.951  0.091
O 0.754 -3.464 2.301  -0.855
O -1.027 -3.223 0.945  -0.345
H -1.720 -5.817 6.019  0.384
H -3.914 -6.449 5.077  0.354
H -4.480 -5.782 2.747  0.380
H -2.810 -4.504 1.412  0.367


# 3
The following is a quantum chemistry calculation of C5H13N3O as an isolated structure in a non-equilibrium geometry, from OMol25.

## Properties
2S+1   1
Relative energy (zero: lowest compared OMol25 entry of this formula, charge and spin)   508.5 kJ/mol
Gap between HOMO and LUMO   8.80 eV
Largest force on an atom   0.06214 hartree/bohr
Net charge   0
Highest occupied orbital energy   -8.05 eV

Last column: natural (NBO) charge in e.
CARTESIAN COORDINATES (ANGSTROEM)
C -1.101 1.096 1.544  -0.431
N -0.811 0.734 0.168  -0.098
N -1.353 1.648 -0.748  -0.672
C -1.048 -1.051 -0.356  0.418
O -1.672 -1.192 -1.405  -0.696
H -1.378 1.178 -1.653  0.385
H -2.328 1.858 -0.521  0.370
H -1.352 -1.566 0.578  0.100
H -2.177 1.260 1.703  0.206
H -0.557 2.002 1.823  0.209
H -0.779 0.295 2.210  0.223
C 1.561 1.144 -0.857  -0.446
C 1.207 -2.165 0.481  -0.615
C 0.689 -1.066 -0.428  -0.189
N 0.910 0.228 0.057  -0.216
H 0.887 -1.230 -1.491  0.189
H 1.389 0.898 -1.913  0.180
H 1.260 2.178 -0.679  0.221
H 2.640 1.089 -0.666  0.220
H 2.292 -2.272 0.392  0.210
H 0.983 -1.947 1.529  0.209
H 0.737 -3.120 0.231  0.218


# 4
The following is a quantum chemistry calculation of a 3-piece molecular cluster, C3H13NO3 overall in a non-equilibrium geometry, from OMol25.

## Properties
2S+1   1
Relative energy (zero: lowest compared OMol25 entry of this formula, charge and spin)   233.4 kJ/mol
Gap between HOMO and LUMO   10.08 eV
Largest force on an atom   0.08388 hartree/bohr
Net charge   0
Structure (SMILES)   NCCCO.O.O
Highest occupied orbital energy   -9.43 eV

Last column: natural (NBO) charge in e.
CARTESIAN COORDINATES (ANGSTROEM)
C -1.639 -0.814 0.515  -0.220
C -1.119 -0.072 -0.712  -0.445
C 0.314 0.434 -0.452  -0.059
O 0.832 1.407 -1.375  -0.713
N -3.067 -1.363 0.495  -0.837
H -1.393 -0.135 1.287  0.185
H -1.055 -1.787 0.559  0.183
H -1.676 0.866 -1.130  0.213
H -1.072 -0.828 -1.636  0.198
H 0.995 -0.568 -0.366  0.138
H 0.429 0.942 0.567  0.160
H 1.278 1.836 -0.685  0.471
H -3.034 -2.220 0.042  0.359
H -3.702 -0.651 0.156  0.362
H 1.200 3.277 -0.311  0.458
H 2.266 4.299 -0.065  0.483
O 2.008 3.356 0.202  -0.936
H 2.278 -2.404 0.418  0.467
H 3.045 -3.186 1.523  0.469
O 3.113 -2.388 0.968  -0.936